This record from the OMol25 dataset describes a molecular structure, C16H14F2N4O3S in a non-equilibrium geometry. The level of theory is wB97M-V/def2-TZVPD.

Element x y z (Å)
O  1.81  -3.01  4.99
F  2.74  4.34  -4.74
F  1.68  2.96  -6.18
N  2.66  0.97  -3.84
N  -2.80  2.84  0.30
O  -1.51  -1.65  0.65
O  1.49  -2.36  2.79
S  -3.98  2.16  1.24
C  1.25  -2.34  4.09
C  1.98  0.48  -2.83
C  0.95  1.40  -2.39
C  1.13  2.51  -3.19
C  -3.24  0.60  1.20
C  -0.26  -0.11  -0.84
C  -0.06  1.15  -1.39
C  -0.92  2.15  -1.01
C  -1.30  -0.43  0.06
C  -1.97  1.90  -0.10
C  -2.16  0.61  0.39
N  2.11  2.18  -4.09
N  0.38  -1.33  4.47
C  2.58  3.04  -5.16
C  -0.96  -3.57  1.70
C  -0.28  -0.85  3.31
C  -0.35  -2.31  1.11
C  0.51  -1.52  2.15
H  2.15  -0.49  -2.37
H  0.55  3.44  -3.22
H  -3.60  -0.25  1.72
H  0.37  -0.92  -1.19
H  -0.77  3.12  -1.43
H  -0.11  -1.52  5.34
H  3.58  2.69  -5.50
H  -0.16  -4.23  2.00
H  -1.61  -4.09  0.98
H  -1.58  -3.30  2.55
H  -1.33  -1.17  3.31
H  -0.23  0.26  3.27
H  0.27  -2.63  0.27
H  1.01  -0.72  1.59

Lowest unoccupied orbital energy (Eh): -0.0273
Energy relative to the best compared isomer or geometry (same formula, charge and spin) (kcal per mole): 0.0
Molar mass (g/mol): 380.38
HOMO-LUMO gap (Ha): 0.27605
HOMO (eV): -8.26

Results of the natural (NBO) charge analysis, in e, for atoms 1 through 8:
1 O -0.6196
2 F -0.3285
3 F -0.3225
4 N -0.2378
5 N -0.5959
6 O -0.5155
7 O -0.4673
8 S 0.6937


This record from the OMol25 dataset describes a single C16H14FN3O molecule in a non-equilibrium geometry. The level of theory is wB97M-V/def2-TZVPD.

Element x y z (Å)
F  -5.64  0.00  2.44
N  -0.70  -0.90  -2.74
N  0.26  -0.41  -0.08
O  -3.92  -2.16  1.62
C  0.52  -0.38  -2.49
C  0.99  -0.08  -1.17
C  2.86  1.40  -1.98
C  2.94  0.55  0.28
C  4.06  2.04  -1.74
C  4.12  1.22  0.52
C  -3.53  -1.98  -0.72
C  -3.04  -1.82  0.62
C  2.29  0.62  -0.95
C  4.70  1.92  -0.52
C  -2.74  -1.64  -1.81
C  -1.72  -1.30  0.82
C  -1.45  -1.15  -1.63
C  -0.97  -0.94  -0.28
N  5.81  2.72  -0.28
C  -4.33  -0.02  2.82
C  -3.82  -1.47  2.89
H  1.15  -0.18  -3.34
H  2.37  1.58  -2.96
H  2.52  0.03  1.15
H  4.53  2.62  -2.53
H  4.60  1.23  1.51
H  -4.54  -2.37  -0.90
H  -3.13  -1.77  -2.82
H  -1.25  -1.18  1.78
H  6.03  3.53  -0.92
H  6.16  2.76  0.67
H  -4.16  0.46  3.80
H  -3.76  0.56  2.07
H  -4.41  -2.02  3.64
H  -2.78  -1.45  3.23

Lowest unoccupied orbital energy (Eh): -0.0090
Structure (SMILES): Nc1ccc(-c2cnc3ccc(OCCF)cc3n2)cc1
Energy relative to the best compared isomer or geometry (same formula, charge and spin) (kcal per mole): 0.0
Molar mass (g/mol): 283.31
HOMO-LUMO gap (Ha): 0.27645
HOMO (eV): -7.77

Results of the natural (NBO) charge analysis, in e, for atoms 1 through 8:
1 F -0.3526
2 N -0.3652
3 N -0.4019
4 O -0.4968
5 C -0.0107
6 C 0.1794
7 C -0.1489
8 C -0.1351


This record from the OMol25 dataset describes a molecular structure, C16H14MoN4O4S in a non-equilibrium geometry. The level of theory is wB97M-V/def2-TZVPD.

Element x y z (Å)
Mo  0.48  0.56  0.39
N  -1.27  -0.82  0.81
N  -1.50  -1.57  2.06
C  0.90  -1.33  2.01
O  1.75  -1.83  2.99
O  1.28  -1.17  0.68
H  -2.07  -0.20  0.70
H  -1.36  -1.50  0.06
H  -1.78  -0.89  2.76
O  -1.61  3.73  0.23
S  -0.29  3.24  0.38
O  0.18  2.24  -0.70
N  -0.11  2.13  1.54
C  -0.21  2.05  2.94
C  -0.56  2.92  3.93
C  -0.58  2.44  5.29
C  -0.30  1.16  5.64
C  0.06  0.18  4.63
C  0.20  -1.16  4.82
C  0.54  -2.20  3.78
C  -0.23  -2.18  2.39
N  0.53  0.03  2.26
C  0.14  0.71  3.29
C  0.88  4.52  0.49
C  2.24  4.23  0.47
C  3.14  5.27  0.56
C  2.67  6.58  0.68
C  1.31  6.85  0.71
C  0.39  5.82  0.61
H  -0.83  3.94  3.72
H  -0.87  3.15  6.06
H  -0.36  0.84  6.67
H  0.03  -1.55  5.82
H  0.67  -3.18  4.23
H  -0.13  -3.18  1.96
H  2.60  3.21  0.35
H  4.20  5.08  0.52
H  3.38  7.40  0.74
H  0.96  7.87  0.79
H  -0.67  6.01  0.61

Lowest unoccupied orbital energy (alpha / beta) (Eh): -0.3144 / -0.3268
Energy relative to the best compared isomer or geometry (same formula, charge and spin) (kcal per mole): 0.0
Molar mass (g/mol): 454.32
HOMO-LUMO gap (alpha / beta) (Ha): 0.23794 / 0.25133
HOMO (alpha / beta) (eV): -15.03 / -15.73
Charge: +2
Multiplicity: 3

Results of the natural (NBO) charge analysis, in e, for atoms 1 through 8:
1 Mo 1.6934
2 N -0.6132
3 N -0.3917
4 C 0.6236
5 O -0.4338
6 O -0.6437
7 H 0.4195
8 H 0.4220